No. 1
Here is 9 unconnected molecules or ions with the total composition C15H46NO11 in a non-equilibrium geometry from the OMol25 dataset. Energies are from ωB97M-V with the def2-TZVPD basis set.

CARTESIAN COORDINATES (ANGSTROEM)
N: 0.366 0.094 0.242
O: 0.104 0.555 -0.906
O: 0.793 0.814 1.166
O: 0.021 -1.105 0.499
O: -1.159 -3.693 2.348
H: -0.855 -2.776 2.391
H: -0.530 -4.116 1.749
O: 1.396 2.746 3.198
H: 1.193 2.014 2.589
H: 1.625 3.480 2.621
O: 1.142 -1.460 3.363
H: 1.603 -2.305 3.393
H: 1.101 -1.233 2.418
C: -3.966 -0.841 2.894
C: -2.539 -0.409 3.134
C: -2.223 0.725 2.150
O: -2.342 -0.017 4.485
H: -4.631 -0.022 3.205
H: -4.263 -1.718 3.470
H: -4.199 -0.939 1.834
H: -1.830 -1.190 2.876
H: -1.506 1.503 2.434
H: -3.093 1.403 2.222
H: -2.056 0.455 1.111
H: -3.158 0.423 4.750
C: -0.196 4.791 -0.257
C: -1.639 4.371 -0.607
C: -1.614 3.516 -1.876
O: -2.215 3.728 0.496
H: -0.313 5.453 0.608
H: 0.377 5.247 -1.060
H: 0.381 3.931 0.096
H: -2.200 5.283 -0.815
H: -0.964 3.968 -2.626
H: -2.614 3.363 -2.288
H: -1.200 2.519 -1.698
H: -1.625 3.042 0.834
C: 2.311 -5.900 1.129
C: 2.440 -4.556 0.452
C: 3.255 -4.607 -0.846
O: 1.150 -4.035 0.160
H: 3.312 -6.342 1.165
H: 1.815 -6.586 0.440
H: 1.867 -5.767 2.109
H: 3.022 -3.784 0.983
H: 2.945 -5.415 -1.524
H: 4.311 -4.832 -0.651
H: 3.164 -3.691 -1.426
H: 1.152 -3.073 0.079
C: -2.659 -0.891 -4.619
C: -2.084 -0.227 -3.368
C: -3.159 0.250 -2.407
O: -1.204 -1.197 -2.794
H: -3.434 -0.308 -5.119
H: -3.069 -1.871 -4.365
H: -1.837 -1.062 -5.314
H: -1.470 0.610 -3.724
H: -3.717 1.067 -2.883
H: -2.815 0.615 -1.442
H: -3.942 -0.502 -2.271
H: -0.592 -0.664 -2.252
C: 3.356 2.621 -0.036
C: 3.576 2.120 -1.460
C: 4.131 0.702 -1.433
O: 2.375 2.217 -2.212
H: 4.241 3.009 0.483
H: 3.006 1.788 0.577
H: 2.663 3.457 0.061
H: 4.261 2.808 -1.962
H: 3.398 0.031 -0.963
H: 5.025 0.556 -0.824
H: 4.296 0.242 -2.409
H: 1.742 1.617 -1.778

Output
* total charge: -1
* HOMO-LUMO gap: 9.79 eV
* HOMO: -7.03 eV

No. 2
Here is a molecular structure, C15H48ClN10O13 in a non-equilibrium geometry from the OMol25 dataset. Energies are from ωB97M-V with the def2-TZVPD basis set.

CARTESIAN COORDINATES (ANGSTROEM)
Cl: 0.749 0.205 0.318
O: 0.893 1.450 1.048
O: 0.245 0.691 -0.942
O: 2.004 -0.449 0.189
O: -0.148 -0.649 0.982
C: -2.210 -0.897 -2.538
C: -1.484 -1.595 -1.288
O: -0.150 -1.341 -1.532
H: -2.054 -1.488 -3.441
H: -1.880 0.135 -2.656
H: -3.286 -0.873 -2.371
H: -1.553 -2.670 -1.122
H: -1.888 -1.241 -0.339
H: 0.112 -0.583 -1.005
C: 2.373 -0.358 -2.416
C: 3.517 -1.317 -1.931
O: 3.729 -2.197 -3.006
H: 2.519 0.040 -3.420
H: 2.180 0.505 -1.779
H: 1.439 -0.915 -2.482
H: 3.266 -1.908 -1.050
H: 4.437 -0.759 -1.754
H: 2.882 -2.414 -3.401
C: 1.688 -0.824 3.502
O: 2.223 -0.877 4.553
N: 1.955 -1.536 2.443
N: 0.655 0.023 3.297
H: 1.312 -1.369 1.682
H: 2.737 -2.166 2.334
H: 0.376 0.271 2.359
H: 0.275 0.453 4.129
C: 2.854 2.783 -1.071
O: 3.730 3.591 -1.447
N: 1.687 3.087 -0.516
N: 3.030 1.467 -1.056
H: 1.466 3.998 -0.141
H: 1.048 2.310 -0.426
H: 3.857 0.990 -1.385
H: 2.339 0.889 -0.600
C: -1.744 -2.193 2.210
O: -2.075 -2.296 1.048
N: -2.038 -3.102 3.155
N: -1.021 -1.208 2.666
H: -2.657 -3.871 2.943
H: -1.591 -3.000 4.056
H: -0.485 -0.643 2.024
H: -0.736 -1.334 3.627
C: -3.484 0.254 1.170
O: -4.366 -0.265 1.793
N: -2.289 -0.140 1.219
N: -3.681 1.174 0.254
H: -1.649 0.183 0.508
H: -2.174 -1.060 1.622
H: -4.547 1.694 0.255
H: -2.962 1.460 -0.394
C: 0.156 4.360 0.952
O: 0.213 4.498 -0.268
N: -0.723 4.969 1.684
N: 0.780 3.514 1.644
H: -1.482 5.485 1.262
H: -0.583 4.832 2.675
H: 0.452 3.411 2.594
H: 1.262 2.735 1.218
C: -0.769 3.021 -1.369
C: -1.968 2.309 -0.752
C: -3.261 2.549 -1.570
O: -1.824 0.916 -0.748
H: 0.100 2.836 -0.738
H: -0.999 4.064 -1.587
H: -0.494 2.631 -2.349
H: -2.075 2.637 0.282
H: -4.063 1.898 -1.222
H: -3.133 2.543 -2.653
H: -3.713 3.502 -1.298
H: -0.894 0.681 -0.704
C: 2.122 -4.214 -1.263
C: 0.725 -3.979 -0.663
C: 0.760 -3.023 0.491
O: -0.157 -3.519 -1.626
H: 2.680 -4.818 -0.548
H: 2.725 -3.344 -1.522
H: 2.037 -4.675 -2.248
H: 0.296 -4.927 -0.338
H: 1.345 -3.384 1.337
H: -0.253 -2.927 0.881
H: 1.293 -2.121 0.192
H: 0.022 -2.575 -1.622

Output
* total charge: -1
* HOMO-LUMO gap: 7.72 eV
* HOMO: -5.48 eV

No. 3
Here is 9 unconnected molecules or ions with the total composition C15H48O9 in a non-equilibrium geometry from the OMol25 dataset. Energies are from ωB97M-V with the def2-TZVPD basis set.

CARTESIAN COORDINATES (ANGSTROEM)
C: 0.094 -0.914 -0.919
C: 0.961 -0.470 0.307
C: 1.772 0.707 -0.172
O: -0.051 -0.199 1.308
H: -0.485 -0.139 -1.435
H: -0.766 -1.529 -0.607
H: 0.576 -1.509 -1.565
H: 1.584 -1.352 0.698
H: 1.049 1.305 -0.528
H: 2.404 0.402 -0.870
H: 2.188 1.195 0.826
H: -0.282 -1.131 1.829
C: -3.487 1.518 -0.215
C: -2.070 2.219 -0.135
C: -2.401 3.670 -0.415
O: -1.557 2.199 1.138
H: -4.036 2.041 0.407
H: -3.489 0.373 -0.003
H: -3.865 1.380 -1.332
H: -1.194 1.851 -0.913
H: -1.490 4.382 -0.133
H: -3.125 4.294 0.233
H: -2.609 4.017 -1.465
H: -1.004 1.526 1.066
C: -0.232 -0.632 5.146
C: 0.890 0.450 5.089
C: 0.237 1.885 5.610
O: 2.001 0.052 5.879
H: -0.772 -0.645 6.027
H: 0.311 -1.619 5.211
H: -0.931 -0.403 4.330
H: 1.340 0.701 4.262
H: -0.645 2.275 5.006
H: 1.007 2.567 5.599
H: 0.008 1.798 6.660
H: 2.662 0.376 5.492
C: -0.586 -4.019 1.384
O: -0.310 -3.019 2.353
H: -0.025 -4.903 1.547
H: -0.404 -3.755 0.482
H: -1.639 -4.557 1.324
H: -1.162 -3.111 2.905
C: -1.886 -3.944 -2.870
O: -2.201 -3.875 -1.476
H: -0.783 -3.780 -2.937
H: -2.295 -3.180 -3.261
H: -2.110 -4.895 -3.057
H: -3.174 -3.553 -1.503
C: 1.343 4.100 2.441
O: -0.088 4.305 2.208
H: 1.587 4.191 3.437
H: 1.969 4.845 2.020
H: 1.509 3.207 2.077
H: -0.602 3.485 1.901
C: -0.932 2.883 -4.337
O: -1.081 1.501 -3.882
H: -1.869 3.150 -4.863
H: -0.143 2.962 -5.087
H: -0.794 3.448 -3.520
H: -0.108 1.062 -4.000
C: 2.201 -4.170 -3.108
O: 3.635 -3.699 -2.913
H: 2.312 -5.237 -2.589
H: 1.685 -4.230 -4.000
H: 1.531 -3.559 -2.560
H: 4.400 -4.438 -2.919
C: 2.893 -0.029 -4.203
O: 1.689 0.580 -4.775
H: 3.752 0.220 -4.848
H: 2.988 -1.142 -4.106
H: 2.702 0.519 -3.239
H: 1.400 -0.006 -5.441

Output
* HOMO-LUMO gap: 9.55 eV
* HOMO: -9.25 eV
* SMILES string: CC(C)O.CC(C)O.CC(C)O.CO.CO.CO.CO.CO.CO

No. 4
Here is 11 unconnected molecules or ions with the total composition C15H49BClF3N20O14S in a non-equilibrium geometry from the OMol25 dataset. Energies are from ωB97M-V with the def2-TZVPD basis set.

CARTESIAN COORDINATES (ANGSTROEM)
O: -1.974 -5.987 -1.451
S: -2.186 -5.109 -0.372
O: -0.999 -4.911 0.373
O: -2.572 -3.705 -1.004
C: -3.559 -5.669 0.641
C: -4.363 -6.700 -0.166
C: -5.013 -5.963 -1.385
B: -6.567 -6.051 -1.410
Cl: -7.413 -6.782 -2.795
C: -7.509 -5.489 -0.252
O: -8.423 -4.556 -0.841
C: -9.503 -4.320 -0.135
F: -10.296 -3.569 -0.857
F: -10.170 -5.382 0.200
F: -9.225 -3.661 0.948
H: -1.749 -3.189 -0.979
H: -3.232 -6.089 1.577
H: -4.185 -4.807 0.816
H: -5.123 -7.166 0.444
H: -3.739 -7.473 -0.564
H: -4.643 -6.404 -2.293
H: -4.769 -4.907 -1.388
H: -6.873 -5.023 0.494
H: -8.000 -6.349 0.195
N: -6.076 0.024 2.785
C: -6.783 -0.879 2.038
N: -8.134 -0.694 2.024
O: -6.240 -1.780 1.421
H: -6.500 0.774 3.298
H: -5.078 -0.084 2.811
H: -8.674 -1.340 1.478
H: -8.604 0.041 2.517
N: -0.120 -8.068 1.688
C: -0.888 -9.031 1.109
N: -0.193 -9.985 0.418
O: -2.104 -9.025 1.208
H: 0.879 -8.029 1.628
H: -0.605 -7.353 2.198
H: -0.725 -10.713 -0.021
H: 0.805 -9.989 0.330
N: 1.130 -0.614 2.517
C: 0.396 -1.615 1.924
N: 1.133 -2.557 1.281
O: -0.823 -1.639 1.979
H: 2.132 -0.569 2.491
H: 0.617 0.097 3.004
H: 0.630 -3.305 0.837
H: 2.138 -2.548 1.229
N: 5.860 -4.577 1.299
C: 4.764 -4.080 0.653
N: 4.953 -3.766 -0.661
O: 3.691 -3.928 1.214
H: 6.750 -4.711 0.859
H: 5.751 -4.817 2.267
H: 4.166 -3.398 -1.163
H: 5.825 -3.883 -1.141
N: 4.192 3.763 1.980
C: 3.533 2.658 1.532
N: 2.252 2.520 1.983
O: 4.050 1.854 0.768
H: 3.803 4.452 2.598
H: 5.133 3.883 1.660
H: 1.736 1.718 1.660
H: 1.809 3.169 2.606
N: 5.509 7.893 1.295
C: 5.727 7.261 2.481
N: 6.873 7.613 3.131
O: 4.951 6.429 2.930
H: 6.136 8.569 0.901
H: 4.675 7.654 0.792
H: 7.061 7.162 4.006
H: 7.524 8.289 2.780
N: 6.250 5.096 -3.069
C: 6.307 5.622 -1.812
N: 5.802 4.830 -0.827
O: 6.776 6.730 -1.583
H: 5.869 4.192 -3.275
H: 6.610 5.655 -3.820
H: 5.833 5.192 0.109
H: 5.408 3.918 -0.985
N: -6.718 0.843 -0.845
C: -7.794 1.557 -1.285
N: -7.719 1.981 -2.585
O: -8.755 1.801 -0.575
H: -5.918 0.632 -1.410
H: -6.745 0.515 0.103
H: -8.495 2.508 -2.940
H: -6.941 1.792 -3.187
N: 1.996 4.789 -0.723
C: 0.721 4.718 -1.217
N: 0.427 5.630 -2.196
O: -0.090 3.907 -0.816
H: 2.679 5.451 -1.038
H: 2.246 4.134 -0.004
H: -0.500 5.605 -2.579
H: 1.080 6.307 -2.540
N: 9.473 8.512 -4.128
C: 8.689 9.605 -3.861
N: 7.624 9.356 -3.045
O: 8.931 10.707 -4.318
H: 9.293 7.599 -3.756
H: 10.267 8.652 -4.723
H: 7.029 10.132 -2.824
H: 7.415 8.448 -2.666

Output
* HOMO-LUMO gap: 9.31 eV
* HOMO: -9.33 eV
* SMILES string: O=S(=O)(O)CCCB(Cl)COC(F)(F)F.NC(N)=O.NC(N)=O.NC(N)=O.NC(N)=O.NC(N)=O.NC(N)=O.NC(N)=O.NC(N)=O.NC(N)=O.NC(N)=O

Energy relative to the best compared isomer or geometry (same formula, charge and spin)? In order: 0.0000; 38.0816; 13.1856; 0.0000 eV.